Formula: H3NP2S
Source: the OMol25 dataset
Level of theory: ωB97M-V/def2-TZVPD

The value obtained for the HOMO energy is -0.3279 hartree. The LUMO energy is -1.72 eV. Its SMILES is [H]/N=P/[H].P=S. Its energy is -1137.35106 hartree. The gap between HOMO and LUMO comes out at 7.20 eV.

The geometry in ORCA input format:
```
! wB97M-V def2-TZVPD RIJCOSX def2/J DEFGRID3
* xyz 0 1
H 0.9705 2.0996 2.2723
N 1.1242 1.9778 1.2654
P 0.6488 0.6465 0.5851
H 1.2534 0.7335 -0.9066
P -0.6100 -1.5826 -1.2206
S -1.6416 -2.6831 -0.0289
H -1.7453 -1.1916 -1.9667
*
```

These are the natural (NBO) partial charges, in e, on atoms 1 to 2: 0.3827 -1.0673

---

Formula: C46H66BIrN8O3PSSi
Source: the OMol25 dataset
Level of theory: ωB97M-V/def2-TZVPD

The value obtained for the HOMO energy is -0.3739 hartree. The LUMO energy is -4.50 eV. Its energy is -3614.58886 hartree. The gap between HOMO and LUMO comes out at 5.68 eV.

The geometry in ORCA input format:
```
! wB97M-V def2-TZVPD RIJCOSX def2/J DEFGRID3
* xyz 1 1
Ir 0.1193 -0.0254 0.0228
C 2.9992 -1.9269 -1.4196
C 3.1912 -0.7187 -0.5725
C 4.4245 -0.1845 -0.2036
C 4.1313 0.8435 0.6614
N 2.8012 0.9162 0.7969
N 2.2114 -0.0283 0.0242
B 2.0498 1.7742 1.8586
N 1.2077 0.8390 2.7370
C 1.0832 0.7950 4.0672
C 0.1693 -0.1829 4.3819
C -0.2359 -0.7200 3.1596
C -1.1275 -1.8920 2.9778
N 0.3890 -0.0820 2.1620
N 1.0666 2.7074 1.1441
C 0.7486 3.9798 1.4029
C -0.2934 4.3387 0.5843
C -0.6011 3.1932 -0.1493
C -1.6696 3.1584 -1.1862
N 0.2171 2.1888 0.2156
N 3.1025 2.5185 2.6496
C 3.6580 3.7460 2.4784
C 4.7154 3.8554 3.3412
C 4.7550 2.6173 4.0196
C 5.7135 2.1706 5.0759
N 3.7943 1.8184 3.5913
H 3.8814 -2.5591 -1.3315
H 2.1328 -2.4974 -1.0984
H 2.8962 -1.6727 -2.4750
H 5.3954 -0.5361 -0.5054
H 4.7777 1.4961 1.2221
H 1.6717 1.4421 4.6915
H -0.1507 -0.4942 5.3607
H -1.6889 -2.0680 3.8953
H -1.8207 -1.7442 2.1520
H -0.5182 -2.7717 2.7799
H 1.2628 4.5416 2.1616
H -0.7793 5.2959 0.5145
H -2.0198 4.1771 -1.3445
H -1.3044 2.7941 -2.1441
H -2.5128 2.5418 -0.8747
H 3.3156 4.4338 1.7245
H 5.3707 4.7004 3.4655
H 6.3485 2.9959 5.3922
H 5.1808 1.7915 5.9472
H 6.3547 1.3704 4.7056
C 0.2458 -1.2423 -3.3490
P -0.1537 0.1671 -2.2683
C -1.8236 0.4571 -2.9286
C 0.9309 1.4695 -2.9350
H -0.0766 -0.9620 -4.3537
H -0.3243 -2.1171 -3.0381
H 1.3050 -1.4797 -3.3823
H -1.7338 0.9782 -3.8841
H -2.4821 0.9914 -2.2575
H -2.2597 -0.5226 -3.1158
H 0.5482 1.8396 -3.8867
H 1.9210 1.0406 -3.0989
H 1.0313 2.2924 -2.2315
C -6.6560 1.2295 2.8894
C -5.2479 0.7291 2.6091
C -4.2087 1.5681 3.3425
C -5.1149 -0.7399 2.9888
O -5.0355 0.9221 1.1979
Si -4.2641 0.1067 0.0324
S -2.2205 0.2525 0.4884
O -4.4808 0.9269 -1.3687
C -5.6564 1.5713 -1.9059
C -5.7103 2.9864 -1.3440
C -6.9205 0.8015 -1.5420
C -5.4565 1.5952 -3.4140
O -4.9507 -1.3714 -0.0205
C -4.8053 -2.5706 -0.7815
C -6.1507 -3.2797 -0.7069
C -4.4461 -2.2621 -2.2273
C -3.7227 -3.4085 -0.1200
H -6.8799 1.1638 3.9552
H -7.3870 0.6306 2.3441
H -6.7542 2.2699 2.5778
H -4.3270 1.4679 4.4230
H -4.3202 2.6200 3.0755
H -3.2037 1.2482 3.0631
H -5.2749 -0.8549 4.0621
H -4.1164 -1.1097 2.7452
H -5.8458 -1.3472 2.4555
H -5.6971 2.9527 -0.2547
H -6.6210 3.4930 -1.6678
H -4.8521 3.5664 -1.6889
H -7.1163 0.8554 -0.4704
H -6.8285 -0.2473 -1.8247
H -7.7755 1.2235 -2.0723
H -4.4990 2.0609 -3.6543
H -6.2501 2.1661 -3.8977
H -5.4621 0.5822 -3.8206
H -6.9271 -2.6686 -1.1682
H -6.4242 -3.4549 0.3341
H -6.1100 -4.2397 -1.2246
H -5.2188 -1.6544 -2.6974
H -4.3388 -3.1877 -2.7958
H -3.5081 -1.7096 -2.2705
H -4.0170 -3.6179 0.9102
H -2.7792 -2.8595 -0.1156
H -3.5871 -4.3585 -0.6433
C -0.0715 -1.9356 -0.1260
C -0.1997 -3.1670 -0.2219
C -0.3030 -4.5231 -0.3305
C -0.4686 -5.3676 0.8554
C -1.3565 -5.0030 1.8679
C -1.5198 -5.8188 2.9733
C -0.7683 -6.9799 3.0944
C 0.1326 -7.3409 2.0997
C 0.2682 -6.5529 0.9715
C -0.2450 -5.1776 -1.6344
C -0.9498 -6.3700 -1.8475
C -0.9305 -6.9752 -3.0913
C -0.1908 -6.4156 -4.1248
C 0.5235 -5.2401 -3.9211
C 0.4860 -4.6187 -2.6882
H -1.9323 -4.0975 1.7601
H -2.2284 -5.5457 3.7437
H -0.8849 -7.6085 3.9673
H 0.7226 -8.2414 2.2015
H 0.9654 -6.8326 0.1925
H -1.5406 -6.7958 -1.0478
H -1.4932 -7.8838 -3.2561
H -0.1683 -6.8980 -5.0931
H 1.1087 -4.8146 -4.7252
H 1.0516 -3.7148 -2.5146
*
```

These are the Mulliken partial charges, in e, on atoms 1 to 2: 1.8972 -0.6988

---

Formula: C35H36BrN6O2Ti
Source: the OMol25 dataset
Level of theory: ωB97M-V/def2-TZVPD

The value obtained for the HOMO energy is -0.3878 hartree. The LUMO energy is -2.82 eV. Its energy is -5257.68190 hartree. The gap between HOMO and LUMO comes out at 7.74 eV.

The geometry in ORCA input format:
```
! wB97M-V def2-TZVPD RIJCOSX def2/J DEFGRID3
* xyz 1 1
Ti -0.9559 -0.4020 0.4956
O -1.4088 0.2156 2.1529
C -1.8728 -0.1816 3.3326
C -2.2872 0.7705 4.2640
C -2.7626 0.3662 5.4974
C -2.8332 -0.9835 5.8316
C -2.4245 -1.9272 4.9130
C -1.9385 -1.5506 3.6550
C -1.5343 -2.5945 2.7353
N -1.0674 -2.4089 1.5620
C -0.7286 -3.5817 0.7476
C -0.0391 -3.0736 -0.5198
N -0.8518 -1.9494 -0.9554
C -1.6359 -2.1006 -1.9613
C -2.7484 -1.2472 -2.2644
C -3.3320 -1.2862 -3.5411
C -4.4403 -0.5246 -3.8252
C -5.0084 0.2556 -2.8122
C -4.4835 0.2780 -1.5390
C -3.3339 -0.4675 -1.2411
O -2.8169 -0.4481 -0.0323
H -2.2481 1.8155 3.9927
H -3.0886 1.1130 6.2079
H -3.2086 -1.2882 6.7968
H -2.4786 -2.9807 5.1562
H -1.6573 -3.6174 3.1078
H -0.0932 -4.2780 1.3020
H -1.6556 -4.0961 0.4749
H 0.9689 -2.7154 -0.3074
H 0.0128 -3.8561 -1.2854
H -1.4787 -2.9681 -2.6111
H -2.8868 -1.9133 -4.3033
H -4.8769 -0.5352 -4.8129
H -5.8864 0.8505 -3.0306
H -4.9309 0.8705 -0.7533
Br -1.6806 4.7420 -3.9069
C -1.4072 3.3444 -2.6617
C -1.9264 3.4602 -1.3800
C -1.7326 2.4228 -0.4757
C -0.9894 1.2812 -0.8017
C -0.5162 1.1917 -2.1131
C -0.7150 2.2077 -3.0423
H -2.4989 4.3349 -1.1057
H -2.1978 2.5080 0.5043
H 0.0387 0.3131 -2.4286
H -0.3345 2.1155 -4.0508
N 4.7393 -3.3656 -3.8010
C 4.1142 -2.2364 -3.3841
C 2.9189 -2.2907 -2.6316
N 2.3027 -1.2036 -2.2255
C 2.8542 -0.0315 -2.5639
C 4.0197 0.0204 -3.3013
N 4.6591 -1.0708 -3.7132
H 4.4048 -4.2768 -3.5537
H 5.6002 -3.2787 -4.3102
H 2.4867 -3.2494 -2.3641
H 2.3472 0.8703 -2.2493
H 4.4601 0.9715 -3.5752
C 2.6922 3.9805 1.7367
N 1.4826 3.3380 1.1657
C 0.6075 2.8211 2.2558
C 1.8097 2.2809 0.0969
C 2.1904 0.9494 0.6803
C 3.5434 0.8087 1.0024
C 4.0293 -0.3279 1.6203
C 3.1269 -1.3276 1.9337
C 1.7888 -1.1910 1.5832
C 1.2441 -0.0795 0.9106
H 2.3812 4.7801 2.4052
H 3.2980 4.3782 0.9258
H 3.2469 3.2254 2.2874
H 0.9489 4.0552 0.6724
H 1.1774 2.1006 2.8355
H -0.2551 2.3277 1.8156
H 0.3069 3.6656 2.8734
H 2.6157 2.7193 -0.4935
H 0.9087 2.2179 -0.5064
H 4.2348 1.6030 0.7406
H 5.0807 -0.4260 1.8534
H 3.4589 -2.2244 2.4430
H 1.1470 -2.0152 1.8676
*
```

These are the Mulliken partial charges, in e, on atoms 1 to 2: -1.7960 0.5894

---

Formula: C6H12O
Source: the OMol25 dataset
Level of theory: ωB97M-V/def2-TZVPD

The value obtained for the HOMO energy is -0.3443 hartree. The LUMO energy is 1.16 eV. Its SMILES is CCO[C@H]1C[C@H]1C. Its energy is -311.00248 hartree. The gap between HOMO and LUMO comes out at 10.53 eV.

The geometry in ORCA input format:
```
! wB97M-V def2-TZVPD RIJCOSX def2/J DEFGRID3
* xyz 0 1
C -1.3076 -0.1998 -1.9551
C 0.0015 0.5786 -1.8761
O 0.7793 0.2491 -0.7421
C 0.4764 0.9041 0.4458
C -0.6794 0.4869 1.3205
C 0.7361 0.1067 1.6835
C 1.1715 -1.3317 1.5102
H -2.0855 0.2239 -1.3132
H -1.1312 -1.2374 -1.6517
H -1.6800 -0.2054 -2.9854
H -0.1831 1.6624 -1.9197
H 0.6353 0.3162 -2.7294
H 0.7324 1.9667 0.4460
H -1.3312 -0.3133 0.9808
H -1.1775 1.2644 1.8947
H 1.1927 0.6340 2.5189
H 2.2250 -1.3897 1.2158
H 1.0364 -1.9008 2.4357
H 0.5891 -1.8149 0.7209
*
```

These are the natural (NBO) partial charges, in e, on atoms 1 to 2: -0.6411 -0.0552